19
Properties=species:S:1:pos:R:3 method="wB97M-V/def2-TZVPD" multiplicity=1 lumo_energy_ev=1.0938 relative_energy_kj_mol=231.5
O 0.85 -1.17 1.80
C 0.85 -0.40 0.61
C -0.21 -0.24 1.60
C -2.20 2.66 0.19
C 1.89 -1.98 -1.04
C -1.49 1.84 -0.57
C 0.65 -1.17 -0.67
H 2.13 -2.68 -0.23
H 0.41 -0.46 -1.48
H 1.63 0.37 0.58
H -1.19 -0.69 1.40
H -1.78 3.60 0.56
H 2.76 -1.33 -1.19
H -0.23 0.62 2.26
H -0.46 2.06 -0.85
H -1.91 0.90 -0.94
H -3.22 2.45 0.47
H -0.21 -1.83 -0.55
H 1.74 -2.55 -1.96